1.
C28H43F5MgNO4SSbSe2 | ωB97M-V/def2-TZVPD

As for the net charge: 0. The total energy comes out at -7589.123888 a.u. The calculation puts the orbital gap at 7.10 eV. The value obtained for the energy above the lowest of the compared OMol25 structures with the same formula, charge and spin is 1.384 eV. The LUMO energy is -0.70 eV.

Each line ends with the Mulliken charge.
Element x y z (Å)
Mg1 0.101 -1.429 0.008  1.2410
C1 -3.754 1.578 -1.661  -1.2603
Se1 -2.240 1.198 -0.498  0.3453
C2 -3.244 0.349 0.946  -1.0268
C3 -3.769 -1.020 0.557  -0.6884
Se2 -2.402 -2.364 0.209  0.0537
C4 -2.204 -3.113 1.994  -0.8470
H1 -4.398 2.311 -1.183  0.3683
H2 -4.310 0.676 -1.900  0.4199
H3 -3.350 1.993 -2.581  0.3446
H4 -4.074 1.005 1.214  0.5232
H5 -2.569 0.307 1.801  0.4284
H6 -4.328 -0.961 -0.376  0.2750
H7 -4.435 -1.439 1.313  0.5076
H8 -3.164 -3.526 2.290  0.4105
H9 -1.857 -2.359 2.693  0.3356
H10 -1.460 -3.899 1.915  0.1903
N1 1.818 -0.309 -0.325  0.5997
C5 2.384 -1.347 -1.168  1.2290
C6 1.550 -1.939 -2.111  -0.3599
C7 1.982 -3.055 -2.822  -1.2125
C8 3.254 -3.559 -2.587  -0.2412
C9 4.098 -2.929 -1.684  -0.7585
C10 3.670 -1.825 -0.967  -0.7736
S1 3.757 -5.124 -3.330  1.2369
O1 3.315 -6.062 -2.311  -0.5519
O2 3.007 -5.175 -4.569  -0.7280
O3 5.194 -5.006 -3.461  -0.7048
H11 1.906 0.628 -0.707  -0.9760
H12 2.269 -0.321 0.588  0.2137
H13 0.568 -1.510 -2.349  0.8522
H14 1.355 -3.541 -3.557  0.5046
H15 5.092 -3.337 -1.544  0.4876
H16 4.309 -1.363 -0.224  0.4686
C11 -0.926 4.568 2.167  -1.7534
C12 -0.296 4.970 0.830  1.7303
C13 -1.422 5.138 -0.193  -1.7688
C14 0.407 6.319 0.997  -1.6846
Sb1 0.925 3.223 0.241  0.9300
C15 2.724 3.359 1.533  1.7790
C16 2.412 2.423 2.705  -1.5217
C17 3.961 2.832 0.808  -1.8295
C18 3.050 4.740 2.092  -1.7611
C19 1.544 3.729 -1.826  1.7213
C20 0.333 3.380 -2.699  -1.6188
C21 2.701 2.851 -2.303  -1.8676
C22 1.923 5.192 -2.030  -1.7294
H17 -1.576 5.374 2.524  0.4719
H18 -0.172 4.393 2.939  0.3114
H19 -1.533 3.665 2.068  0.2398
H20 -2.172 5.820 0.223  0.5955
H21 -1.925 4.195 -0.421  0.1334
H22 -1.066 5.582 -1.124  0.2939
H23 -0.353 7.108 1.006  0.5017
H24 1.107 6.550 0.195  0.2080
H25 0.944 6.386 1.941  0.3274
H26 2.202 1.401 2.378  0.1116
H27 1.551 2.762 3.285  0.2828
H28 3.272 2.380 3.382  0.4530
H29 3.791 1.889 0.280  0.3170
H30 4.754 2.650 1.541  0.5964
H31 4.345 3.556 0.087  0.3384
H32 2.284 5.090 2.784  0.2869
H33 3.178 5.490 1.310  0.2892
H34 3.989 4.685 2.654  0.5142
H35 0.056 2.327 -2.595  0.1889
H36 0.583 3.550 -3.751  0.4798
H37 -0.546 3.983 -2.468  0.2874
H38 2.458 1.784 -2.284  0.4098
H39 3.626 3.007 -1.751  0.2665
H40 2.906 3.087 -3.353  0.5430
H41 1.090 5.867 -1.830  0.3417
H42 2.226 5.350 -3.072  0.4929
H43 2.762 5.489 -1.398  0.2701
F1 3.190 -7.313 0.468  -0.3592
C23 2.643 -6.121 0.663  0.9571
C24 1.497 -5.744 -0.020  -0.1703
F2 0.896 -6.559 -0.871  -0.3896
C25 0.960 -4.502 0.245  0.0505
F3 -0.139 -4.087 -0.461  -0.4921
C26 1.465 -3.601 1.184  1.1263
O4 0.867 -2.437 1.412  -1.3295
C27 2.622 -4.011 1.839  0.0032
F4 3.199 -3.189 2.730  -0.4095
C28 3.198 -5.245 1.581  0.2564
F5 4.301 -5.601 2.241  -0.3282


2.
C9H27BeO9 | ωB97M-V/def2-TZVPD

As for the net charge: 0. The total energy comes out at -1050.576405 a.u. The calculation puts the orbital gap (spin up / spin down) at 5.40 / 5.50 eV. The LUMO energy (spin up / spin down) is -1.07 / -1.32 eV. As for the multiplicity: 2.

Each line ends with the Mulliken spin population.
Element x y z (Å)
Be1 0.454 0.238 0.385  -0.0314
C1 -1.115 3.805 0.797  0.0098
O1 -0.270 2.701 0.593  -0.1192
H1 -1.075 4.221 1.804  0.0008
H2 -0.800 4.589 0.108  -0.0101
H3 -2.164 3.620 0.564  -0.0031
C2 3.521 0.812 2.707  -0.0305
O2 2.386 1.257 1.930  0.8937
H4 3.778 -0.183 2.345  0.0225
H5 4.430 1.405 2.610  0.0013
H6 3.155 0.813 3.734  0.0512
C3 3.111 0.713 -2.332  -0.0184
O3 2.258 1.139 -1.238  0.2215
H7 2.538 0.032 -2.961  -0.0011
H8 3.447 1.599 -2.870  0.0173
H9 3.979 0.098 -2.091  0.0013
C4 -0.627 -1.066 -3.837  -0.0012
C5 -1.452 -0.606 -2.711  -0.0005
O4 -0.887 0.492 -1.868  -0.0055
O5 -0.340 0.000 -4.780  -0.0001
H10 -1.073 -1.766 -4.543  -0.0001
H11 0.229 -1.568 -3.386  0.0005
H12 -1.656 -1.441 -2.041  0.0011
H13 -2.358 -0.104 -3.050  -0.0001
H14 -0.522 1.086 -2.528  0.0007
H15 0.562 -0.086 -5.096  -0.0001
C6 -2.586 0.656 3.119  0.0007
C7 -3.708 0.761 2.099  0.0001
O6 -3.352 0.876 0.737  0.0007
O7 -1.361 0.162 2.523  -0.0022
H16 -2.867 0.058 3.985  0.0010
H17 -2.420 1.671 3.479  -0.0001
H18 -4.208 1.690 2.375  -0.0001
H19 -4.264 -0.167 2.233  0.0000
H20 -2.779 1.643 0.666  0.0019
H21 -0.673 0.236 3.188  -0.0007
C8 1.637 -3.181 0.486  -0.0033
C9 0.142 -3.122 0.216  0.0008
O8 -0.594 -2.021 0.667  0.0015
O9 2.302 -2.025 -0.021  -0.0037
H22 2.193 -4.073 0.198  -0.0006
H23 1.736 -3.155 1.571  0.0010
H24 -0.257 -4.029 0.671  0.0005
H25 -0.096 -3.253 -0.840  0.0025
H26 -1.528 -2.236 0.727  0.0018
H27 3.174 -2.289 -0.325  -0.0022


3.
C5H10O | ωB97M-V/def2-TZVPD

As for the net charge: 0. The total energy comes out at -271.584948 a.u. The calculation puts the orbital gap at 8.62 eV. The value obtained for the energy above the lowest of the compared OMol25 structures with the same formula, charge and spin is 4.562 eV. The LUMO energy is 0.61 eV.

Each line ends with the Mulliken charge.
Element x y z (Å)
C1 0.731 1.028 1.604  -1.0422
C2 0.718 -0.284 0.933  -0.0763
C3 0.707 0.024 -1.884  -0.8174
C4 -0.639 -0.925 0.940  -0.4065
C5 -1.135 -0.588 -0.493  -0.3822
O1 -0.345 0.462 -1.039  -0.3913
H1 1.465 1.718 1.174  0.2837
H2 1.132 0.743 2.595  0.3843
H3 -0.234 1.537 1.765  0.2891
H4 1.323 0.904 -2.083  0.2473
H5 0.305 -0.367 -2.827  0.3195
H6 1.334 -0.730 -1.394  0.4201
H7 -1.342 -0.525 1.690  0.2641
H8 -0.565 -2.011 1.065  0.3017
H9 -2.170 -0.232 -0.462  0.3087
H10 -1.101 -1.466 -1.150  0.2975


4.
C21H31CdN5O6S | ωB97M-V/def2-TZVPD

As for the net charge: 0. The total energy comes out at -2109.490057 a.u. The calculation puts the orbital gap (spin up / spin down) at 4.23 / 4.23 eV. The LUMO energy (spin up / spin down) is -2.62 / -2.60 eV.

Each line ends with the Mulliken charge.
Element x y z (Å)
O1 3.842 -1.539 -3.593  -0.8133
H1 4.146 -0.730 -4.064  0.1171
Cd1 1.725 -0.030 -0.673  0.5717
N1 1.064 -1.922 -1.818  0.9352
N2 0.286 0.580 -2.309  1.3068
N3 2.416 -0.658 1.392  0.5784
N4 1.209 1.637 0.770  0.7487
O2 1.075 -3.094 -1.396  -0.5051
O3 3.054 -1.819 1.847  -0.6010
O4 0.623 2.842 0.406  -0.6384
O5 -0.276 1.718 -2.368  -0.6919
C1 0.269 -0.284 -3.368  -0.0149
C2 0.667 -1.636 -3.101  0.2985
C3 2.224 0.215 2.355  0.2218
C4 1.564 1.489 2.024  0.0773
C5 0.834 -2.733 -4.097  -1.4868
H2 1.897 -3.027 -4.075  0.2805
H3 0.541 -2.423 -5.107  0.4143
H4 0.208 -3.574 -3.761  0.3206
C6 -0.081 0.219 -4.730  -1.5297
H5 0.621 1.029 -4.981  0.3078
H6 -1.099 0.631 -4.727  0.2802
H7 -0.017 -0.570 -5.488  0.3885
C7 2.611 -0.149 3.739  -1.5651
C8 1.331 2.542 3.054  -1.6709
H8 3.269 -1.012 3.719  0.4809
H9 1.728 -0.424 4.321  0.3028
H10 3.105 0.686 4.233  0.3826
H11 0.584 3.271 2.733  0.3977
H12 2.272 3.069 3.243  0.4153
H13 1.010 2.062 3.981  0.3500
H14 2.904 -2.454 1.109  0.3484
H15 0.275 2.634 -0.506  0.4249
C9 3.441 1.147 -1.379  -1.3120
H16 3.930 0.431 -2.054  0.1843
H17 4.171 1.425 -0.607  0.3618
H18 3.144 2.019 -1.982  0.3903
O6 4.562 -3.002 -1.161  -0.6762
H19 4.575 -2.919 -2.146  0.3318
H20 4.715 -2.070 -0.925  0.3113
N5 -0.495 -0.812 0.318  -0.2905
S1 -1.968 -0.542 -0.167  0.0065
C10 -3.001 -1.271 1.087  0.5381
C11 -4.349 -1.541 0.786  -0.4005
C12 -5.195 -2.032 1.781  -0.6509
C13 -4.677 -2.276 3.061  -0.3358
C14 -3.331 -2.032 3.358  -0.8478
C15 -2.484 -1.548 2.353  -0.2728
C16 -2.198 1.204 0.202  0.8981
C17 -1.913 1.687 1.475  -0.4023
C18 -2.181 3.019 1.804  -0.4778
C19 -2.780 3.851 0.853  -0.5557
C20 -3.075 3.376 -0.430  -0.7110
C21 -2.761 2.055 -0.761  -0.4057
H21 -0.332 -1.823 0.406  0.1818
H22 -4.739 -1.349 -0.211  0.4202
H23 -6.248 -2.245 1.563  0.3698
H24 -5.330 -2.677 3.836  0.3647
H25 -2.931 -2.236 4.358  0.3840
H26 -1.437 -1.377 2.577  0.3904
H27 -1.523 1.006 2.227  0.1656
H28 -1.935 3.382 2.811  0.4487
H29 -2.995 4.885 1.124  0.3842
H30 -3.527 4.046 -1.172  0.3858
H31 -3.012 1.676 -1.749  0.3885


> Which value of net charge does entry 3 give?

0